Density functional theory data (the ωB97M-V functional and the def2-TZVPD basis) for a single C9H10BrClN2 molecule in a non-equilibrium geometry.

The value obtained for the largest force on an atom is 3.651 eV/A. Its calculated total energy is -3492.573743 hartree. The LUMO energy comes out at 0.67 eV. As for the HOMO-LUMO gap: 8.7551 eV. The calculation puts the HOMO energy at -8.1 eV.

```
23
C9H10BrClN2 the ωB97M-V functional and the def2-TZVPD basis
Br -2.590 2.655 -3.112
Cl 1.898 -2.886 -0.515
N 0.399 -0.253 -0.730
N -0.387 0.958 -0.811
C 1.232 -0.346 0.372
C 1.446 0.676 1.360
C 1.945 -1.535 0.651
C -1.878 0.913 -0.922
C 2.657 -1.782 1.851
C -2.405 0.900 -2.329
C 2.852 -0.783 2.721
C 2.297 0.487 2.411
C -2.816 -0.202 -3.027
H 2.622 1.382 2.904
H -2.412 1.621 -0.215
H -2.205 -0.118 -0.557
H 2.661 -2.816 2.089
H 3.449 -0.992 3.596
H -2.654 -1.208 -2.671
H -3.254 0.005 -3.993
H -0.034 1.638 -1.378
H 1.006 1.627 1.166
H 0.471 -0.937 -1.460
```